Entry 1:
C12H29F3MnN2O6S | the ωB97M-V functional and the def2-TZVPD basis

Summary:
Total energy: -78489.526 eV
Expectation value of S²: 8.753
Lowest unoccupied orbital energy (alpha / beta): 0.0157 / 0.0152 Eh

```
! RIJCOSX wB97M-V def2-TZVPD def2/J DEFGRID3
* xyz 0 6
Mn -0.09265 0.13506 0.26347
C -2.62643 2.10328 -2.34591
C -1.29092 2.43834 -1.70167
C -1.15891 3.93634 -1.43457
O -1.05381 1.70596 -0.56494
H -2.82819 2.78173 -3.18228
H -3.46073 2.14581 -1.64077
H -2.62099 1.09237 -2.77052
H -0.51676 2.22787 -2.48222
H -1.95605 4.36123 -0.82483
H -1.05669 4.51361 -2.36604
H -0.18915 4.11917 -0.95389
C 2.93020 -3.22797 0.88522
F 3.29996 -4.48549 0.99834
F 3.73093 -2.48659 1.67171
F 3.12090 -2.84014 -0.38565
S 1.16823 -2.98930 1.36187
O 0.44068 -3.69258 0.35197
O 1.05978 -3.48911 2.69631
O 1.03468 -1.53628 1.22990
C -2.84700 -2.67819 -1.52551
C -2.16615 -1.57647 -0.72988
C -2.41667 -1.68241 0.74415
O -1.80086 -0.59342 1.39466
C -1.94214 -0.61441 2.80893
N -0.70514 -1.48702 -1.02744
H -2.69002 -2.52516 -2.59494
H -3.92584 -2.69717 -1.36475
H -2.41935 -3.65245 -1.27164
H -2.58248 -0.61198 -1.04269
H -2.07601 -2.62625 1.19501
H -3.50521 -1.66943 0.89480
H -2.98841 -0.78118 3.07108
H -1.58448 0.34367 3.17038
H -1.33752 -1.42069 3.23672
H -0.60035 -1.48497 -2.03826
H -0.30898 -2.38977 -0.72462
C 3.09018 0.96102 2.06582
C 2.14698 1.89142 1.32747
C 2.23798 1.79583 -0.18670
O 1.80968 0.52056 -0.67831
C 2.32272 0.28388 -1.97494
N 0.73435 1.58996 1.77924
H 4.04719 0.86031 1.53932
H 2.73067 -0.05311 2.19797
H 3.35843 1.38018 3.04079
H 2.41393 2.91701 1.59840
H 3.26324 2.02296 -0.48994
H 1.58204 2.56009 -0.62662
H 3.41146 0.30316 -1.98766
H 1.91441 1.01068 -2.68985
H 1.96707 -0.69344 -2.30111
H 0.78690 1.57845 2.79708
H 0.14530 2.40501 1.58758
*
```



Entry 2:
C12H29N6O8P2RuSbSe4Si | the ωB97M-V functional and the def2-TZVPD basis

Summary:
Total energy: -335199.587 eV
Expectation value of S²: 6.034
Lowest unoccupied orbital energy (alpha / beta): -0.0995 / -0.1276 Eh

```
! RIJCOSX wB97M-V def2-TZVPD def2/J DEFGRID3
* xyz 0 5
Ru 0.03761 0.53498 0.18968
C 5.20688 0.10140 0.43807
C 3.69421 0.27883 0.40356
O 3.55328 1.65980 0.44542
P 2.76330 -0.27963 1.85281
O 3.61102 0.30287 3.09423
O 2.67286 -1.80799 2.14714
O 1.37900 0.32401 1.80025
P 2.91026 -0.58181 -1.00522
O 3.92320 -0.37597 -2.23529
O 2.86923 -1.97746 -0.52028
O 1.61007 0.13340 -1.25307
H 5.62292 0.58784 1.29452
H 5.56184 0.56143 -0.44121
H 5.49275 -0.92551 0.44479
H 2.66159 2.01315 0.30793
H 3.18221 0.24634 3.91192
H 2.78541 -2.34415 1.26351
H 3.53679 0.16997 -2.96215
C -1.52158 3.79008 -0.88448
Si -0.15768 3.79654 0.44143
C -0.80573 3.76807 2.27657
C 1.02133 5.16005 -0.00466
O 0.71736 2.35755 0.31834
H -2.17825 4.61426 -0.66691
H -2.22122 2.91738 -0.88774
H -1.08003 3.97171 -1.85512
H -0.34436 4.72434 2.71386
H -0.28907 2.98818 2.78845
H -1.86983 3.80252 2.34679
H 0.60606 6.19415 0.07142
H 1.16777 5.07447 -1.06565
H 1.92712 5.08266 0.56441
N -0.92645 0.77256 -1.55608
C -0.32847 1.09510 -2.53986
N 0.23251 1.49670 -3.61509
C 0.83433 0.59467 -4.43636
N 1.47979 0.01043 -5.18721
Se -5.74809 3.29307 0.47410
Sb -5.82489 0.89236 0.44415
Se -4.19987 0.63615 -1.14109
Se -6.52237 -0.68830 2.20592
Se -1.93136 0.91878 1.20497
C -2.31137 -2.14607 2.14740
N -2.37210 -2.24053 0.68811
C -3.62166 -2.90075 0.23543
C -1.24262 -2.43296 -0.07958
N -0.28309 -1.57096 0.07052
N -1.11100 -3.50916 -0.96041
C -0.11904 -3.28083 -1.99532
C -1.50186 -4.88954 -0.63484
H -2.95034 -2.92933 2.52460
H -2.59110 -1.20933 2.63567
H -1.29650 -2.36286 2.55116
H -3.73751 -3.92006 0.66074
H -3.52958 -2.93681 -0.81415
H -4.53727 -2.28261 0.53352
H 0.57914 -1.84521 -0.39657
H -0.49380 -2.51244 -2.68570
H -0.03216 -4.19515 -2.53425
H 0.87238 -3.01538 -1.67081
H -2.36404 -4.85259 0.12358
H -0.72777 -5.45266 -0.06272
H -1.74019 -5.39971 -1.52310
*
```



Entry 3:
C12H30AgBr2N2O4 | the ωB97M-V functional and the def2-TZVPD basis

Summary:
Total energy: -168183.235 eV
Expectation value of S²: 0.758
Lowest unoccupied orbital energy (alpha / beta): 0.0127 / -0.0698 Eh

```
! RIJCOSX wB97M-V def2-TZVPD def2/J DEFGRID3
* xyz 0 2
Ag 0.53920 -1.94359 0.01587
Br -0.93773 -3.87952 1.41676
Br 2.14598 -3.85853 -1.08553
C -2.27056 -2.80778 -1.92857
O -1.17527 -1.94055 -1.73596
C -0.68659 -1.37781 -2.90831
C 0.27882 -0.23072 -2.59264
N 1.39200 -0.69752 -1.77606
C 2.48937 0.30866 -1.64718
C 2.22825 1.76161 -1.24978
O 1.51616 1.87351 -0.05126
C 1.53510 3.19614 0.41360
H -3.07550 -2.32149 -2.49065
H -2.74709 -3.06771 -0.98220
H -1.92663 -3.74993 -2.35690
H -1.49458 -0.99128 -3.54968
H -0.19684 -2.07408 -3.60713
H -0.27542 0.57701 -2.09860
H 0.62854 0.29726 -3.49350
H 1.90361 -1.41930 -2.28511
H 3.03279 0.34502 -2.60083
H 3.25468 -0.11202 -0.99092
H 1.66347 2.24190 -2.05530
H 3.19625 2.25288 -1.13214
H 2.57065 3.55998 0.50335
H 1.10846 3.26429 1.41452
H 1.01574 3.89911 -0.24557
C 3.20293 -1.40224 1.91598
O 1.80272 -1.35341 1.81133
C 1.15939 -0.43332 2.65470
C -0.36524 -0.37515 2.50047
N -0.71656 -0.33866 1.05256
C -2.17709 -0.42926 0.78280
C -2.95224 0.78824 1.21130
O -2.45840 1.91130 0.50225
C -3.10938 3.10906 0.86882
H 3.55735 -1.58751 2.93273
H 3.70686 -0.53701 1.47405
H 3.50765 -2.26863 1.32383
H 1.54077 0.58111 2.48559
H 1.35442 -0.66317 3.71034
H -0.68373 0.56355 2.95723
H -0.81960 -1.24549 2.97027
H -0.51800 0.60130 0.72144
H -2.59463 -1.26937 1.34680
H -2.34075 -0.63238 -0.27174
H -2.95231 0.91913 2.29957
H -4.00609 0.65920 0.92923
H -2.98328 3.26245 1.94894
H -4.16864 3.04485 0.59346
H -2.69903 3.98988 0.37778
*
```



Entry 4:
C12H30AuIO3P2Si | the ωB97M-V functional and the def2-TZVPD basis

Summary:
Total energy: -57306.913 eV
Expectation value of S²: 2.007
Lowest unoccupied orbital energy (alpha / beta): -0.2394 / -0.4257 Eh

```
! RIJCOSX wB97M-V def2-TZVPD def2/J DEFGRID3
* xyz 2 3
C -0.00073 -0.09156 -7.47692
C 0.00648 0.71681 -6.20535
H 0.00211 0.58797 -8.33944
H -0.90635 -0.71047 -7.51880
H 0.89646 -0.72262 -7.52117
O 0.01788 1.91548 -6.08469
I -0.00589 -0.47701 -4.34156
Au 0.00175 0.22361 -0.73303
P 2.29279 -0.08989 -0.68912
C 3.11627 1.20993 0.27537
C 2.66254 -1.64209 0.17803
H 3.74936 -1.79808 0.22077
H 4.19653 -0.35654 -2.15459
H 2.19703 -2.47407 -0.36447
H 2.65605 -0.88893 -2.93446
H 2.83020 1.15979 1.33551
H 2.24776 -1.61212 1.19471
C 3.12780 -0.13540 -2.28997
H 4.20525 1.10395 0.17868
H 3.01752 0.84415 -2.77363
H 2.81105 2.18256 -0.13155
P -2.29476 -0.04714 -0.68609
C -3.09352 1.26932 0.27669
C -3.13172 -0.08026 -2.28628
H -2.24245 -2.43220 -0.35753
H -3.78199 -1.72690 0.22727
H -2.27695 -1.56719 1.20039
C -2.69248 -1.59096 0.18382
H -2.67338 -0.84255 -2.93024
H -4.20391 -0.28309 -2.14970
H -4.18425 1.18515 0.17847
H -2.76819 2.23549 -0.13005
H -3.00520 0.89669 -2.77111
H -2.80994 1.21392 1.33729
C 0.00591 0.76752 1.32861
O 0.00995 1.93754 1.66625
C -1.49814 0.93627 4.46229
Si 0.00172 -0.03549 3.96248
C 1.50223 0.93305 4.46662
C -0.00013 -1.80635 4.53242
O 0.00418 -0.25539 2.21156
H -1.53084 1.06128 5.55636
H -2.43259 0.44560 4.16259
H -1.45642 1.93561 4.00268
H 1.53106 1.06112 5.56040
H 2.43627 0.43880 4.17166
H 1.46502 1.93102 4.00374
H -0.89140 -2.35020 4.18115
H 0.89063 -2.35140 4.18174
H -0.00056 -1.82478 5.63220
*
```